No. 1
16
Properties=species:S:1:pos:R:3:nbo_charge:R:1 method="wB97M-V/def2-TZVPD" lumo_energy_ha=0.0347 de_lowest_kcal_mol=47.2 multiplicity=1 e_homo_ha=-0.28040
C 0.474 -0.303 0.051 0.72
C -1.897 -0.431 0.575 -0.42
N -0.805 -0.506 -0.380 -0.71
N 0.757 0.004 1.351 -0.83
N 1.408 -1.128 -0.538 -0.82
N 0.573 1.332 -1.144 -1.22
H -0.876 0.266 -1.110 0.46
H 0.047 0.477 1.886 0.40
H 1.738 0.036 1.579 0.40
H 1.070 -1.447 -1.437 0.39
H 2.301 -0.670 -0.659 0.37
H 1.207 1.374 -1.940 0.33
H 0.600 2.239 -0.681 0.34
H -2.823 -0.690 0.062 0.21
H -2.027 0.581 0.985 0.16
H -1.747 -1.132 1.399 0.20

No. 2
49
Properties=species:S:1:pos:R:3:nbo_charge:R:1 method="wB97M-V/def2-TZVPD" lumo_energy_ha=-0.1879 charge=+1 de_lowest_kcal_mol=24.6 multiplicity=1 e_homo_ha=-0.37022
Au -1.080 0.439 -0.165 1.05
C -4.495 -3.472 0.544 -0.75
S -4.775 -2.424 -0.903 0.37
C -3.393 -1.364 -0.931 -0.07
S -2.831 -0.767 0.627 0.02
N -2.982 -1.019 -2.103 -0.34
N -1.971 -0.093 -2.056 -0.30
C -1.680 0.617 -3.073 0.10
C -0.537 1.525 -2.938 0.14
C -0.113 2.330 -3.980 -0.20
C 1.002 3.140 -3.786 -0.12
C 1.652 3.113 -2.566 -0.22
C 1.165 2.284 -1.563 0.09
N 0.104 1.513 -1.749 -0.50
H -5.350 -4.145 0.559 0.25
H -4.480 -2.910 1.473 0.23
H -3.584 -4.053 0.427 0.24
H -2.228 0.532 -4.006 0.23
H -0.645 2.324 -4.920 0.24
H 1.351 3.784 -4.581 0.24
H 2.521 3.726 -2.377 0.25
H 1.616 2.241 -0.578 0.25
C 1.674 -2.111 -2.176 -0.40
N 2.271 -1.234 -1.189 -0.36
C 3.427 -0.515 -1.339 -0.09
C 3.605 0.172 -0.183 -0.06
N 2.569 -0.121 0.665 -0.48
B 2.546 0.599 2.091 0.18
N 1.266 0.259 2.888 -0.45
C 1.217 -0.597 3.952 -0.02
C -0.033 -0.549 4.480 -0.05
N -0.743 0.354 3.730 -0.32
C -2.119 0.758 3.960 -0.40
C 0.067 0.835 2.770 0.26
S -0.398 1.974 1.561 -0.14
C 1.758 -0.993 0.047 0.24
S 0.322 -1.742 0.608 -0.37
H 2.274 -2.061 -3.081 0.22
H 0.654 -1.791 -2.387 0.21
H 1.651 -3.134 -1.805 0.23
H 4.022 -0.562 -2.233 0.23
H 4.393 0.844 0.107 0.24
H 3.490 0.183 2.696 -0.03
H 2.601 1.775 1.865 -0.04
H 2.078 -1.169 4.246 0.25
H -0.475 -1.061 5.314 0.24
H -2.567 0.059 4.660 0.23
H -2.671 0.745 3.024 0.23
H -2.148 1.765 4.374 0.23

No. 3
19
Properties=species:S:1:pos:R:3:nbo_charge:R:1 method="wB97M-V/def2-TZVPD" lumo_energy_ha=0.0160 de_lowest_kcal_mol=99.4 multiplicity=1 e_homo_ha=-0.32146
C -0.516 2.056 -1.917 -0.24
O -0.668 0.990 -1.015 -0.79
C -0.070 0.672 0.909 -0.03
C 0.387 -0.591 0.503 -0.40
C 1.850 -0.974 0.611 -0.60
C -0.635 -1.724 0.553 -0.05
O -1.941 -1.262 0.297 -0.73
H 0.490 2.502 -1.867 0.15
H -0.689 1.726 -2.950 0.17
H -1.248 2.846 -1.697 0.17
H 0.635 1.487 1.063 0.21
H -1.082 0.828 1.260 0.23
H 0.134 -0.008 -0.668 0.45
H 2.121 -1.714 -0.150 0.22
H 2.081 -1.415 1.589 0.21
H 2.504 -0.105 0.476 0.22
H -0.327 -2.504 -0.163 0.16
H -0.662 -2.198 1.544 0.18
H -1.881 -0.623 -0.435 0.49

No. 4
12
Properties=species:S:1:pos:R:3:nbo_charge:R:1 method="wB97M-V/def2-TZVPD" lumo_energy_ha=0.1371 charge=-1 de_lowest_kcal_mol=0.9 multiplicity=1 e_homo_ha=-0.08614
O 2.609 0.511 -1.546 -1.35
H 2.450 0.472 -0.636 0.37
C 0.068 1.018 0.707 -0.88
S 0.305 -0.681 0.466 1.29
O 0.037 -1.392 1.775 -1.02
C -1.183 -0.962 -0.532 -0.82
H -0.964 1.145 0.834 0.19
H 0.358 1.706 -0.382 0.30
H 0.691 1.386 1.575 0.25
H -1.185 -0.769 -1.542 0.24
H -1.843 -0.370 -0.025 0.20
H -1.344 -2.069 -0.694 0.23

No. 5
38
Properties=species:S:1:pos:R:3:nbo_charge:R:1 method="wB97M-V/def2-TZVPD" lumo_energy_ha=0.0900 charge=-1 de_lowest_kcal_mol=2.2 multiplicity=1 e_homo_ha=-0.14965
Ni -0.018 0.185 0.462 0.90
N -0.360 0.136 2.364 -0.80
C -0.853 1.457 2.809 -0.32
C -0.430 2.545 1.830 0.63
O -0.596 3.737 2.106 -0.71
N 0.039 2.015 0.710 -0.69
C 0.297 2.794 -0.470 -0.35
C 0.322 1.840 -1.661 0.78
O 0.460 2.259 -2.799 -0.68
O 0.182 0.578 -1.358 -0.80
H 0.500 -0.131 2.831 0.39
H -1.037 -0.599 2.538 0.41
H -1.942 1.427 2.787 0.24
H -0.530 1.707 3.821 0.19
H -0.464 3.562 -0.634 0.21
H 1.263 3.310 -0.434 0.20
C -4.899 0.945 -0.570 -0.83
S -3.111 0.824 -0.388 1.27
C -2.854 -0.384 -1.686 -0.84
O -2.897 0.121 0.912 -1.02
H -5.140 1.348 -1.553 0.22
H -5.258 1.619 0.206 0.23
H -5.332 -0.046 -0.435 0.22
H -3.183 0.051 -2.630 0.22
H -3.417 -1.287 -1.443 0.22
H -1.785 -0.592 -1.729 0.30
Te 0.049 -2.365 0.258 -0.27
C 2.130 -2.411 -0.188 -0.20
C 2.689 -1.524 -1.112 -0.26
C 4.048 -1.564 -1.393 -0.20
C 4.875 -2.492 -0.772 -0.25
C 4.326 -3.383 0.138 -0.22
C 2.967 -3.339 0.428 -0.26
H 2.051 -0.811 -1.616 0.25
H 4.461 -0.864 -2.110 0.20
H 5.934 -2.519 -0.996 0.20
H 4.957 -4.115 0.630 0.20
H 2.553 -4.033 1.149 0.21

No. 6
23
Properties=species:S:1:pos:R:3:nbo_charge:R:1 method="wB97M-V/def2-TZVPD" lumo_energy_ha=-0.2766 charge=+1 de_lowest_kcal_mol=147.5 multiplicity=1 e_homo_ha=-0.40118
C -3.145 -1.352 0.011 -0.72
C -2.026 -0.493 0.514 0.12
C -0.729 -0.639 -0.247 -0.49
C 0.313 0.332 0.361 -0.43
N 4.000 -0.064 -0.365 -0.78
C 2.779 -0.449 0.182 0.07
C 1.650 0.186 -0.255 -0.36
N -1.997 2.140 -0.242 -0.71
H -3.212 -1.349 -1.190 0.25
H -3.061 -2.383 0.392 0.31
H -4.180 -1.040 0.366 0.27
H -2.088 -0.628 1.652 0.27
H -0.319 -1.702 -0.106 0.32
H -0.839 -0.441 -1.310 0.26
H 0.334 0.270 1.492 0.21
H -0.103 1.304 0.071 0.24
H 4.850 -0.241 0.064 0.39
H 3.921 0.826 -0.733 0.38
H 2.812 -1.227 0.960 0.20
H 1.757 0.709 -1.232 0.20
H -2.167 0.915 0.074 0.24
H -2.939 2.471 -0.368 0.38
H -1.843 2.474 0.717 0.37

No. 7
39
Properties=species:S:1:pos:R:3:nbo_charge:R:1 method="wB97M-V/def2-TZVPD" lumo_energy_ha=0.0247 de_lowest_kcal_mol=22.6 multiplicity=1 e_homo_ha=-0.28325
C 6.562 -0.009 0.792 -0.25
O 5.488 -0.845 0.437 -0.49
C 4.251 -0.297 0.267 0.33
C 3.965 1.069 0.428 -0.33
C 2.692 1.557 0.241 -0.13
C 1.675 0.678 -0.115 -0.16
C 1.970 -0.702 -0.278 0.26
C 3.251 -1.193 -0.088 -0.33
N 0.826 -1.361 -0.627 -0.53
C -0.198 -0.455 -0.693 0.00
C -1.571 -0.699 -1.024 0.63
O -2.073 -1.763 -1.340 -0.63
N -2.317 0.490 -0.958 -0.42
C -3.748 0.400 -1.165 -0.23
C -4.543 0.640 0.129 -0.22
N -4.272 -0.401 1.105 -0.45
C -3.342 0.007 2.135 -0.41
C -5.464 -0.995 1.667 -0.40
C -1.753 1.694 -0.669 0.28
N -0.519 1.916 -0.388 -0.45
C 0.281 0.818 -0.385 0.14
H 6.393 0.476 1.759 0.18
H 6.750 0.754 0.029 0.18
H 7.429 -0.663 0.866 0.20
H 4.751 1.754 0.704 0.22
H 2.478 2.607 0.366 0.22
H 3.490 -2.238 -0.208 0.23
H 0.727 -2.345 -0.810 0.43
H -3.939 -0.616 -1.518 0.26
H -4.053 1.124 -1.927 0.20
H -4.309 1.638 0.529 0.18
H -5.602 0.631 -0.140 0.21
H -3.759 0.780 2.802 0.16
H -3.078 -0.862 2.735 0.20
H -2.432 0.397 1.683 0.20
H -6.090 -1.376 0.862 0.20
H -5.174 -1.832 2.299 0.20
H -6.053 -0.288 2.275 0.16
H -2.423 2.543 -0.685 0.19

No. 8
12
Properties=species:S:1:pos:R:3:nbo_charge:R:1 method="wB97M-V/def2-TZVPD" lumo_energy_ha=-0.0366 de_lowest_kcal_mol=104.2 multiplicity=1 e_homo_ha=-0.34150
O 0.670 -1.816 0.459 -0.47
C -0.446 -1.715 -0.030 0.39
C -0.664 -0.524 -0.998 -0.04
S -1.481 -0.698 -2.359 0.03
N 0.220 0.616 -0.920 -0.65
C 1.033 1.070 0.157 0.22
N 0.721 1.163 1.344 -0.17
O -0.579 0.570 1.704 -0.60
H -1.360 -2.271 0.089 0.16
H 0.521 0.964 -1.972 0.43
H 1.861 1.701 -0.222 0.20
H -0.496 0.940 2.748 0.50

Asked for total energy across the records above, the calculation gives -8194.7887, -75052.1470, -9470.8242, -17114.9151, -83064.8139, -9433.5748, -25902.8269, -21082.3117 eV in order.